# 1
C9H9N3OS in the gas phase in a non-equilibrium geometry. Source: the OMol25 dataset; level of theory: ωB97M-V/def2-TZVPD.

Output
HOMO level ... -8.44 eV
Electronic energy ... -26831.1023 eV
Kohn-Sham gap ... 8.830 eV
Energy relative to the best compared isomer or geometry (same formula, charge and spin) ... 3.6 kcal per mole

Geometry as ORCA input:
```
! RIJCOSX wB97M-V def2-TZVPD def2/J DEFGRID3
* xyz 0 1
N -2.4136 1.2842 -3.7861
C -2.1242 1.0101 -2.4986
N -1.3680 1.7310 -1.7435
N -1.1753 1.2168 -0.5356
C -1.7653 0.1094 -0.3176
C -1.7282 -0.6733 0.9528
O -0.7600 -0.2219 1.8557
C 0.5623 -0.3379 1.5222
C 1.0498 -0.9638 0.3825
C 2.4168 -1.0374 0.1698
C 3.3049 -0.4969 1.0799
C 2.8182 0.1265 2.2183
C 1.4594 0.2061 2.4404
H 1.0612 0.6885 3.3188
H 3.5024 0.5544 2.9359
H 4.3681 -0.5575 0.9039
H 2.7844 -1.5239 -0.7220
H 0.3842 -1.3915 -0.3514
H -2.6847 -0.5532 1.4764
H -1.6016 -1.7423 0.7206
S -2.7020 -0.4684 -1.7095
H -3.2026 0.8288 -4.2103
H -2.1861 2.2122 -4.1026
*
```



# 2
C9H9NO2 in the gas phase in a non-equilibrium geometry. Source: the OMol25 dataset; level of theory: ωB97M-V/def2-TZVPD.

Output
HOMO level ... -9.14 eV
Electronic energy ... -15059.8050 eV
Kohn-Sham gap ... 8.927 eV
Energy relative to the best compared isomer or geometry (same formula, charge and spin) ... 111.9 kcal per mole

Geometry as ORCA input:
```
! RIJCOSX wB97M-V def2-TZVPD def2/J DEFGRID3
* xyz 0 1
C -2.7868 0.6643 -0.2846
C -2.0380 1.8482 -0.2787
C -2.1423 -0.5607 -0.2753
C -0.6286 1.7036 -0.0675
C -0.7746 -0.6867 -0.1037
C 0.0015 0.4740 0.0916
C 0.1638 -1.8908 -0.1453
C 1.4129 -1.4405 0.6307
C 1.4615 0.3885 0.2551
N 2.2337 0.2254 -0.9633
O 3.4057 0.6228 -0.9880
O 1.9819 1.0931 1.3178
H -3.9092 0.5448 -0.4930
H -2.5868 2.7229 -0.4121
H -2.6568 -1.3983 -0.3631
H 0.0821 2.6087 -0.0152
H -0.1459 -2.7370 0.3713
H 0.6651 -2.1964 -1.1944
H 1.1679 -1.2890 1.7419
H 2.2378 -1.9674 0.2297
H 2.8552 1.2707 0.9463
*
```



# 3
C9H9NO2 in the gas phase in a non-equilibrium geometry. Source: the OMol25 dataset; level of theory: ωB97M-V/def2-TZVPD.

Output
HOMO level (alpha / beta) ... -5.29 / -9.80 eV
Electronic energy ... -15055.8660 eV
Kohn-Sham gap (alpha / beta) ... 6.055 / 7.383 eV
Energy relative to the best compared isomer or geometry (same formula, charge and spin) ... 52.9 kcal per mole

Geometry as ORCA input:
```
! RIJCOSX wB97M-V def2-TZVPD def2/J DEFGRID3
* xyz 0 3
C -0.9286 -2.0633 -0.1534
C -1.6758 0.8984 -1.2945
C -1.5794 0.7993 1.2236
C -0.7440 0.0120 -1.4227
C -0.5858 -0.0883 1.3443
C 2.0156 -0.0588 0.0492
C -2.3815 1.1273 -0.0454
C -0.1794 -0.8158 -0.3335
C 3.4126 -0.4823 0.3014
N -1.5283 -3.0376 -0.1153
O 1.4811 1.0063 0.1169
O 1.2220 -1.0981 -0.2962
H -2.0421 1.3297 -2.1308
H -1.8766 1.3819 2.1356
H -0.1852 0.2512 -2.3171
H 0.0645 -0.5143 2.1710
H -2.5529 2.2805 -0.0198
H -3.2759 0.5238 -0.2205
H 3.6068 -1.4747 0.6189
H 3.8378 0.2403 0.9792
H 3.8950 -0.2174 -0.5909
*
```



# 4
C9H9NO4 in the gas phase in a non-equilibrium geometry. Source: the OMol25 dataset; level of theory: ωB97M-V/def2-TZVPD.

Output
HOMO level ... -8.57 eV
Electronic energy ... -19152.6933 eV
Kohn-Sham gap ... 8.676 eV
Energy relative to the best compared isomer or geometry (same formula, charge and spin) ... 144.6 kcal per mole

Geometry as ORCA input:
```
! RIJCOSX wB97M-V def2-TZVPD def2/J DEFGRID3
* xyz 0 1
C 0.8298 2.1903 1.1293
C -0.4738 2.4145 0.5046
C 1.6597 1.1321 0.8632
C -0.9805 1.4793 -0.2931
C 1.1921 0.1293 -0.1571
C -0.3062 0.1133 -0.3773
C 2.0481 -0.7020 -0.6480
C -0.9948 -0.7641 0.8392
C -2.1625 -1.3073 0.0781
N -1.9389 -1.1939 -1.1791
O -0.7391 -0.6101 -1.5562
O -2.6107 -1.7790 -2.0123
O 1.7357 -1.7194 -1.5248
O -0.0674 -1.7219 1.2977
H 1.1591 2.9812 1.7210
H -1.1719 3.2843 0.5530
H 2.5910 1.0568 1.3011
H -1.8657 1.6235 -0.8886
H 3.0528 -0.7429 -0.3728
H -1.2231 -0.1481 1.5999
H -2.9367 -2.0295 0.3443
H 2.4438 -2.1570 -2.0580
H 0.7592 -1.5295 0.8359
*
```



# 5
2 unconnected molecules or ions with the total composition C9H9NO4 in a non-equilibrium geometry. Source: the OMol25 dataset; level of theory: ωB97M-V/def2-TZVPD.

Output
HOMO level (alpha / beta) ... -8.39 / -8.16 eV
Electronic energy ... -19151.2540 eV
Kohn-Sham gap (alpha / beta) ... 6.986 / 7.583 eV
Energy relative to the best compared isomer or geometry (same formula, charge and spin) ... 177.8 kcal per mole

Geometry as ORCA input:
```
! RIJCOSX wB97M-V def2-TZVPD def2/J DEFGRID3
* xyz 0 1
C 2.1514 -1.2282 -1.8769
C 2.4118 -1.2561 -0.5093
C 1.0364 -0.4508 -2.3213
C 1.5677 -0.5556 0.3498
C 0.2432 0.2418 -1.4918
C 0.5285 0.3168 -0.0952
C -1.5823 -2.0804 0.7156
C -1.6835 3.0555 0.4661
C -0.2746 1.1478 0.7845
N -0.7135 0.8486 2.0950
O -0.2973 -0.2064 2.5537
O -1.4531 1.6488 2.6964
O -1.5173 -2.2411 -0.4721
O -0.7735 2.1320 0.1381
H 2.7351 -1.7285 -2.6158
H 3.2394 -1.8854 -0.1242
H 0.5734 -0.4671 -3.3683
H 1.5405 -1.0349 1.4053
H -0.6268 0.8608 -1.8158
H -0.8558 -2.5755 1.3366
H -2.1748 -1.2900 1.0823
H -1.9289 3.6136 -0.4068
H -2.1459 3.1344 1.4743
*
```



# 6
A molecular structure, C9H9NO4P in a non-equilibrium geometry. Source: the OMol25 dataset; level of theory: ωB97M-V/def2-TZVPD.

Output
HOMO level ... -13.39 eV
Electronic energy ... -28440.2223 eV
Kohn-Sham gap ... 8.550 eV

Geometry as ORCA input:
```
! RIJCOSX wB97M-V def2-TZVPD def2/J DEFGRID3
* xyz 1 1
C 4.3843 0.8480 -1.0047
C 4.2861 0.6428 0.3679
C 3.2518 0.7964 -1.8075
C 3.0650 0.3908 0.9525
C 2.0229 0.5039 -1.2572
C 1.9223 0.2892 0.1302
C 0.7023 -0.0420 0.6860
C -4.4697 -0.0327 0.4621
C -4.0826 -1.4891 0.1484
N 0.0343 -0.5596 1.5300
O -0.9223 0.4165 -0.5907
O -3.2432 0.6725 0.6817
O -2.7536 -1.4394 -0.3709
O -1.2701 -0.6811 1.6238
P -2.0135 -0.1726 0.1962
H 5.3451 1.0559 -1.4499
H 5.1711 0.6826 0.9846
H 3.3318 0.9812 -2.8673
H 2.9668 0.2448 2.0154
H 1.1287 0.4480 -1.8564
H -4.9801 0.4426 -0.3784
H -5.0772 0.0469 1.3636
H -4.0853 -2.1003 1.0540
H -4.7150 -1.9452 -0.6133
*
```



# 7
C9H9NO5 in the gas phase in a non-equilibrium geometry. Source: the OMol25 dataset; level of theory: ωB97M-V/def2-TZVPD.

Output
HOMO level ... -8.76 eV
Electronic energy ... -21206.6001 eV
Kohn-Sham gap ... 7.568 eV
Energy relative to the best compared isomer or geometry (same formula, charge and spin) ... 0.0 kcal per mole

Geometry as ORCA input:
```
! RIJCOSX wB97M-V def2-TZVPD def2/J DEFGRID3
* xyz 0 1
O -1.7890 -4.8519 -0.6567
O -0.5586 -0.4596 1.5220
O 0.8263 1.7078 -2.7884
O -1.8834 -5.2397 1.6103
O 0.3642 1.9451 1.8876
C -1.6859 -4.4693 0.5131
C -0.5614 -0.7817 0.3560
C 1.0123 2.0662 -1.6376
C 0.5173 1.3573 -0.4719
C 0.7650 2.1419 0.5950
C -1.2829 -3.1019 0.8148
C -1.1040 -2.0493 -0.0931
N -0.1380 0.1080 -0.6226
C 1.5294 3.4390 -1.3019
C 1.5736 3.3817 0.2384
H -2.0905 -6.1082 1.3008
H -0.0012 0.9910 1.9278
H -1.1092 -2.8507 1.8376
H -1.2968 -2.2367 -1.1757
H -0.0906 -0.2701 -1.5757
H 0.8254 4.1756 -1.6894
H 2.5021 3.5818 -1.7819
H 2.5975 3.2917 0.5464
H 1.0783 4.2320 0.6451
*
```



# 8
C9H9NOS in the gas phase in a non-equilibrium geometry. Source: the OMol25 dataset; level of theory: ωB97M-V/def2-TZVPD.

Output
HOMO level ... -8.53 eV
Electronic energy ... -23849.4882 eV
Kohn-Sham gap ... 9.206 eV
Energy relative to the best compared isomer or geometry (same formula, charge and spin) ... 50.3 kcal per mole

Geometry as ORCA input:
```
! RIJCOSX wB97M-V def2-TZVPD def2/J DEFGRID3
* xyz 0 1
C -1.4914 -0.5177 -0.8979
C -0.8925 1.6008 -1.9788
C -0.0104 1.3972 -0.8101
C -0.7660 1.4591 0.4581
C -0.5044 0.1295 -0.0259
C 0.6336 -0.5823 0.6141
C 0.5380 -1.8656 1.1448
C 1.7353 -2.2220 1.8459
C 2.6980 -1.3101 1.8303
H -2.7002 0.3782 -2.4144
H -0.3113 1.8399 -2.9511
H -1.5402 2.6448 -1.8326
H 1.1549 1.4227 -0.9453
H -0.2414 1.7127 1.4774
H -1.8395 1.7006 0.3676
H -0.4342 -2.3984 1.2168
H 1.7796 -3.0903 2.4798
H 3.6299 -1.1871 2.2941
N -1.6556 0.3600 -1.9967
O -1.8908 -1.6829 -0.9143
S 2.1087 0.2109 1.0383
*
```



Please write out number 7 again, unchanged.
C9H9NO5 in the gas phase in a non-equilibrium geometry. Source: the OMol25 dataset; level of theory: ωB97M-V/def2-TZVPD.

Output
HOMO level ... -8.76 eV
Electronic energy ... -21206.6001 eV
Kohn-Sham gap ... 7.568 eV
Energy relative to the best compared isomer or geometry (same formula, charge and spin) ... 0.0 kcal per mole

Geometry as ORCA input:
```
! RIJCOSX wB97M-V def2-TZVPD def2/J DEFGRID3
* xyz 0 1
O -1.7890 -4.8519 -0.6567
O -0.5586 -0.4596 1.5220
O 0.8263 1.7078 -2.7884
O -1.8834 -5.2397 1.6103
O 0.3642 1.9451 1.8876
C -1.6859 -4.4693 0.5131
C -0.5614 -0.7817 0.3560
C 1.0123 2.0662 -1.6376
C 0.5173 1.3573 -0.4719
C 0.7650 2.1419 0.5950
C -1.2829 -3.1019 0.8148
C -1.1040 -2.0493 -0.0931
N -0.1380 0.1080 -0.6226
C 1.5294 3.4390 -1.3019
C 1.5736 3.3817 0.2384
H -2.0905 -6.1082 1.3008
H -0.0012 0.9910 1.9278
H -1.1092 -2.8507 1.8376
H -1.2968 -2.2367 -1.1757
H -0.0906 -0.2701 -1.5757
H 0.8254 4.1756 -1.6894
H 2.5021 3.5818 -1.7819
H 2.5975 3.2917 0.5464
H 1.0783 4.2320 0.6451
*
```